## one
19
Properties=species:S:1:pos:R:3 method="wB97M-V/def2-TZVPD" multiplicity=1 homo_energy_ev=-9.10 homo_lumo_gap_ha=0.3577 smiles="C=C(C)C.COC#N"
C -0.48 0.39 0.62
C -1.67 0.80 0.13
C -2.93 0.59 0.95
C -1.94 1.44 -1.29
H 0.44 0.31 0.02
H -0.39 -0.17 1.50
H -2.70 1.07 1.92
H -3.28 -0.45 1.01
H -3.79 1.21 0.64
H -2.91 0.96 -1.58
H -1.11 1.26 -2.06
H -2.13 2.42 -1.04
C 3.40 -2.11 -0.64
O 3.10 -0.71 -0.61
C 2.98 -0.17 0.54
N 2.95 0.47 1.51
H 3.78 -2.42 0.41
H 4.19 -2.26 -1.25
H 2.47 -2.65 -0.78

## two
19
Properties=species:S:1:pos:R:3 method="wB97M-V/def2-TZVPD" multiplicity=1 homo_energy_ev=-7.75 homo_lumo_gap_ha=0.3159
C 0.22 0.12 -0.53
C -0.40 -0.68 0.38
C -1.23 0.39 -0.24
C 0.53 0.26 1.91
C 0.76 1.75 1.94
C 0.35 -1.07 -2.16
N -0.61 -1.87 -2.66
O 1.45 -0.98 -2.66
H 1.13 0.67 -0.71
H -0.45 -1.74 0.61
H -1.51 -1.96 -2.21
H -0.48 -2.34 -3.55
H -1.53 1.24 0.36
H -1.96 0.14 -1.01
H -0.20 -0.06 2.66
H 1.44 -0.32 1.99
H 1.11 2.07 2.93
H -0.15 2.31 1.73
H 1.52 2.06 1.22

## three
19
Properties=species:S:1:pos:R:3 method="wB97M-V/def2-TZVPD" multiplicity=1 homo_energy_ev=-8.41 homo_lumo_gap_ha=0.3441
C 2.06 -1.55 -0.26
C -0.29 -0.72 0.28
C -1.22 -0.32 -1.15
C -0.95 1.52 0.29
C 0.00 1.72 1.49
C 0.22 0.63 0.73
H 2.36 -2.64 0.02
H 2.79 -0.79 0.22
H 2.05 -1.42 -1.60
H -0.87 -1.34 0.84
H -2.39 -0.72 -0.91
H -1.07 -0.92 -2.30
H -1.66 1.70 -1.83
H -1.92 0.83 0.69
H -0.57 1.40 2.51
H 0.95 2.45 1.90
H 0.81 0.92 -0.10
N -1.02 1.04 -1.00
O 0.74 -1.80 0.16

Question: of the structures shown, which is the most stable? Reply: one.